# 1
This record from the Open Molecules 2025 dataset describes a structure of composition C17H40CrFN3O3. The level of theory is ωB97M-V with the def2-TZVPD basis set.

```
65
Properties=species:S:1:pos:R:3:forces:R:3
Cr 1.539116 -0.869045 1.181112 -0.57 0.92 0.52
C -1.021040 2.720005 0.813763 1.06 -0.42 0.97
C -1.827209 1.812147 -0.098387 0.24 -1.12 -0.69
C -2.594711 2.711503 -1.071267 0.86 -0.15 0.01
C -3.308402 1.900538 -2.148148 0.49 1.13 0.55
C -2.194184 1.302377 -2.995400 -0.35 -0.47 -0.06
C -1.128981 0.472714 -2.205603 -1.06 0.02 0.13
N -0.872649 0.980703 -0.856414 -0.16 1.81 -0.95
O 0.015253 0.281635 -0.071941 0.82 -1.22 0.62
C 0.158048 0.494605 -3.021112 0.25 0.22 -1.71
C -1.637709 -0.973341 -2.179560 1.11 -1.05 1.23
C -2.746953 0.912934 0.721263 -0.56 0.45 0.95
H -0.074848 2.981435 0.335165 -0.34 0.45 -0.35
H -0.635278 2.197678 1.700052 -0.38 -0.15 -0.07
H -1.560162 3.584597 1.201763 -0.11 0.10 -0.31
H -1.810042 3.263387 -1.603884 -0.01 0.14 0.04
H -3.112619 3.490215 -0.508137 -0.66 -0.37 -0.06
H -3.937156 2.594678 -2.709693 -0.04 -0.26 -0.32
H -3.954558 1.130665 -1.727801 0.01 -0.06 -0.02
H -1.668581 2.025792 -3.622087 -0.26 0.42 0.26
H -2.711807 0.629157 -3.685456 0.48 -0.19 -0.21
H 0.726204 -0.432623 -2.954932 0.34 0.21 0.33
H 0.758976 1.407188 -2.973379 0.14 -0.19 1.13
H -0.027910 0.574216 -4.107157 -0.66 -0.56 0.12
H -2.606240 -1.160148 -1.712736 -0.29 0.50 -0.34
H -0.951484 -1.464401 -1.467753 -0.03 -0.15 -0.18
H -1.541996 -1.518043 -3.120200 -0.21 0.23 -0.17
H -2.172471 0.148177 1.249167 0.21 0.13 -0.13
H -3.546243 0.390461 0.194356 0.15 0.14 -0.35
H -3.237403 1.551030 1.469365 -0.12 -0.24 0.13
F 2.994979 -1.332645 2.498166 -0.99 0.12 -1.06
C 3.883702 -1.388044 -2.506067 -0.03 0.76 -0.31
C 3.426668 -1.029796 -1.093357 0.17 -1.27 0.25
C 3.422051 0.463143 -0.897685 0.90 0.44 0.38
O 3.034206 0.777078 0.419290 0.01 -0.41 0.39
C 3.045613 2.148820 0.773937 -0.55 -0.15 -1.33
N 2.110183 -1.674474 -0.773105 1.01 1.01 -0.62
H 4.905306 -1.054141 -2.698427 0.06 -0.12 0.15
H 3.270062 -0.840517 -3.229383 -0.11 -0.15 -0.03
H 3.815149 -2.447547 -2.746642 0.00 -0.07 0.24
H 4.133175 -1.439910 -0.364319 -0.01 0.07 -0.01
H 2.862180 1.029615 -1.645616 -0.33 -0.12 -0.01
H 4.488546 0.708626 -1.000131 -0.04 0.41 -0.21
H 2.317579 2.648509 0.126302 -0.02 0.25 0.08
H 4.025440 2.582688 0.573579 0.16 0.05 0.34
H 2.708869 2.261782 1.797629 0.28 -0.17 0.16
H 2.218941 -2.653753 -1.013510 -0.21 -0.04 0.12
H 1.507179 -1.233481 -1.469609 -0.69 -0.38 0.48
C -1.697051 -0.538937 4.234599 -0.10 0.50 -1.24
C -0.444127 -1.175203 3.645690 0.92 0.26 0.98
C -0.799577 -2.389833 2.766985 -0.44 0.69 0.33
O 0.223320 -2.658733 1.840986 -0.37 -0.54 -0.14
C -0.034998 -3.891548 1.194641 0.38 -0.30 -0.50
N 0.408318 -0.140352 2.959953 -1.08 -0.30 0.24
H -2.253279 -0.048817 3.419498 -0.49 -0.92 -0.05
H -1.542962 0.372187 4.818119 0.58 -0.63 0.81
H -2.217424 -1.349244 4.742260 -0.59 0.52 0.17
H 0.099672 -1.539521 4.521479 0.43 -0.13 -0.34
H -1.759119 -2.214473 2.259121 0.16 0.15 -0.29
H -0.983754 -3.265198 3.401445 0.22 0.04 0.15
H 0.297246 -4.725271 1.817921 -0.34 -0.02 0.19
H 0.531330 -3.984514 0.266226 0.18 0.44 0.10
H -1.083156 -3.976764 0.899959 -0.10 -0.06 0.26
H 1.055185 0.271336 3.627154 0.15 -0.40 0.05
H -0.286414 0.588692 2.807952 0.49 0.22 -0.78
```
Forces are in eV/Å.

## Properties
Largest force on an atom in eV/A: 2.053
Kohn-Sham gap (alpha / beta) in eV: 6.00 / 6.05
2S+1: 5



# 2
This record from the Open Molecules 2025 dataset describes a structure of composition C17H40CuN2O5. The level of theory is ωB97M-V with the def2-TZVPD basis set.

```
65
Properties=species:S:1:pos:R:3:forces:R:3
Cu -0.069906 -1.952522 -1.062473 3.64 6.65 0.34
C -1.452276 -3.495362 0.751617 -0.84 -0.24 -2.54
O -1.043066 -3.203832 -0.612003 -6.70 -6.10 8.09
H -2.283166 -4.200252 0.780587 -0.35 -0.86 -0.19
H -0.662706 -3.951842 1.348537 0.47 0.11 0.50
H -1.903396 -2.631932 1.240587 -0.08 -0.85 0.14
C 0.777864 -2.955222 -3.431523 -0.95 -1.34 1.59
O -0.023626 -3.120272 -2.307863 2.72 -2.67 -7.71
H 1.079454 -1.923012 -3.609533 0.62 0.02 -0.75
H 1.690724 -3.526342 -3.262333 0.83 -0.28 -0.53
H 0.233164 -3.355672 -4.286533 0.19 0.00 -1.00
C -0.206136 3.872168 0.823667 0.44 -0.01 -0.16
C 0.675674 2.586168 0.673207 -1.26 0.12 -0.33
C 1.453764 2.456708 1.977737 0.63 0.58 1.18
C 0.748324 1.850968 3.184687 0.31 0.03 -0.74
C 0.206344 0.508708 2.810247 0.24 0.50 -0.29
C -0.741956 0.529778 1.559977 0.29 0.25 1.44
N -0.196646 1.389578 0.462627 3.27 -0.22 4.59
O -0.946236 1.369348 -0.683643 -4.27 4.40 2.83
C -0.790096 -0.937402 1.105037 -1.39 2.02 1.02
C -2.164196 1.094868 2.007037 0.85 -0.47 -1.00
C 1.669024 2.773198 -0.514373 -0.97 0.58 1.15
H 0.454624 4.738658 0.850027 0.03 0.11 0.25
H -0.799696 3.828008 1.736807 0.14 0.05 0.09
H -0.895476 4.097738 0.010007 -0.05 -0.43 -0.32
H 2.449064 2.029128 1.856697 -0.16 -0.69 -0.36
H 1.723034 3.426358 2.396537 -0.02 0.71 -0.80
H -0.013766 2.536878 3.554607 -0.21 0.00 0.03
H 1.491694 1.730318 3.972687 0.01 0.12 0.19
H -0.198386 0.107218 3.739287 -0.86 -0.50 -0.47
H 1.074284 -0.116542 2.600897 -0.21 0.09 -0.18
H -1.186496 -1.543772 1.919457 0.30 0.79 0.24
H -1.445326 -1.028852 0.238787 -0.36 0.01 0.33
H 0.120014 -1.401562 0.725087 0.19 0.58 0.74
H -2.250356 2.177098 2.104247 0.55 0.22 0.06
H -2.784706 0.853318 1.144057 -0.69 -0.32 0.36
H -2.519766 0.688538 2.953907 -0.09 -0.42 -0.31
H 1.066394 3.123398 -1.352403 0.34 -0.17 -0.38
H 2.258964 1.887678 -0.750883 -0.37 0.67 0.41
H 2.329144 3.577768 -0.190313 0.15 0.14 -0.23
H -1.567606 1.997468 -0.308193 -1.66 0.57 -1.25
C -3.386826 -0.994962 -1.566283 1.35 0.14 0.69
O -2.021496 -1.042192 -2.043873 -2.57 1.45 -0.23
C -1.623676 0.158368 -2.698433 -0.36 -1.30 -0.76
C -0.105666 0.025978 -2.759983 0.00 0.80 -0.01
N 0.453514 -0.081032 -1.417713 3.02 -2.16 -2.50
C 1.936984 -0.198112 -1.499993 -0.59 0.07 -0.51
C 2.455394 -0.724052 -0.204953 1.04 0.20 0.81
O 1.946414 -1.974802 0.155337 0.69 -0.74 -0.21
C 2.260004 -2.312252 1.483567 -0.79 0.33 0.13
H -4.126716 -1.465562 -2.213743 0.22 -0.26 -0.07
H -3.725596 0.015028 -1.335503 0.07 0.60 -0.49
H -3.338146 -1.413372 -0.560963 -0.28 -0.85 -0.23
H -2.050836 1.040658 -2.221763 0.24 -0.06 0.06
H -2.088486 0.211658 -3.682923 0.27 -0.29 -0.67
H 0.359724 0.903878 -3.208093 -0.13 0.55 -0.70
H 0.207664 -0.854752 -3.320553 -0.75 0.60 -0.01
H 0.108534 0.738238 -0.938253 3.52 -2.29 -1.36
H 2.356894 0.785808 -1.708983 0.41 -0.08 0.03
H 2.369704 -0.739792 -2.341093 -0.92 -0.73 -0.13
H 2.224654 0.041658 0.535677 -0.34 0.01 0.60
H 3.537724 -0.839182 -0.146443 0.51 0.40 -0.53
H 3.301344 -2.546932 1.704087 0.42 0.22 -0.35
H 1.670664 -3.177712 1.786457 -0.15 0.04 -0.27
H 1.921644 -1.443232 2.047857 0.43 -0.37 0.70
```
Forces are in eV/Å.

## Properties
Charge: -1
Energy above the lowest of the compared OMol25 structures with the same formula, charge and spin in eV: 6.9914
Largest force on an atom in eV/A: 12.146
Kohn-Sham gap in eV: 2.36
2S+1: 1